Entry 1:
Here is C5H9N in the gas phase from the OMol25 dataset. Energies are from ωB97M-V/def2-TZVPD.

Properties
**2S+1**: 1
**LUMO**: 0.852 eV
**M**: 83.1 Da
**Structure (SMILES)**: CC(C)CC#N
**Electronic energy**: -6820.80919 eV
**Gap between HOMO and LUMO**: 12.277 eV
**Energy above the lowest of the compared OMol25 structures with the same formula, charge and spin**: 4.3 kcal per mole

The geometry in XYZ format:
```
15
Properties=species:S:1:pos:R:3:forces:R:3:nbo_charge:R:1
C 0.474221 -1.141546 0.797221 0.0 0.0 0.1 -0.62
C 0.528342 0.098964 -0.105462 0.1 0.0 0.0 -0.20
C 0.260853 -0.259713 -1.567669 -0.1 0.0 -0.1 -0.61
C -0.399625 1.256806 0.362625 0.0 0.1 0.0 -0.51
C -1.609205 0.840154 1.080518 -0.8 -0.3 0.5 0.29
N -2.548406 0.518786 1.675413 0.9 0.3 -0.6 -0.34
H 1.101818 -1.029571 1.687617 -0.1 0.0 -0.1 0.21
H 0.824626 -2.023750 0.250821 0.0 0.2 0.1 0.21
H -0.545592 -1.353170 1.135843 0.1 0.0 -0.1 0.22
H 1.543851 0.508685 -0.059047 -0.1 0.0 0.0 0.20
H -0.710842 -0.750870 -1.696041 0.1 0.1 0.1 0.21
H 1.034318 -0.942191 -1.937497 -0.2 0.1 0.1 0.21
H 0.278198 0.632194 -2.204172 0.0 -0.1 0.1 0.21
H -0.714905 1.844514 -0.507582 0.1 0.0 0.2 0.25
H 0.138841 1.943031 1.025001 -0.1 -0.1 0.0 0.25
```
Forces are in eV/Å.


Entry 2:
Here is a molecular structure, C5H9N from the OMol25 dataset. Energies are from ωB97M-V/def2-TZVPD.

Properties
**2S+1**: 1
**LUMO**: 0.789 eV
**M**: 83.1 Da
**Electronic energy**: -6816.39699 eV
**Gap between HOMO and LUMO**: 8.732 eV
**Energy above the lowest of the compared OMol25 structures with the same formula, charge and spin**: 106.0 kcal per mole

The geometry in XYZ format:
```
15
Properties=species:S:1:pos:R:3:forces:R:3:nbo_charge:R:1
C 0.934881 0.253688 -2.020172 -0.1 0.1 0.0 -0.64
C 1.425463 0.528118 0.459752 -1.1 -0.6 2.0 -0.57
C 0.640961 -0.077612 -0.581355 -1.3 0.5 -0.3 0.01
N -2.251466 -0.979485 1.573496 -0.2 -0.3 0.1 -0.82
C -1.372415 -0.319539 0.754523 1.4 1.5 1.7 0.01
C -0.557597 -0.603424 -0.203924 0.8 -0.3 -0.8 -0.14
H -2.331686 -1.973337 1.414742 -0.1 0.1 -0.1 0.38
H -3.139769 -0.530366 1.733215 0.1 0.0 0.0 0.38
H -0.778177 0.699196 1.397375 -1.7 -1.0 -1.4 0.11
H 1.500484 -0.559624 -2.479418 0.0 0.0 -0.1 0.23
H 1.528711 1.164339 -2.115367 0.1 0.0 0.1 0.21
H 0.015889 0.398276 -2.589639 0.0 -0.2 0.0 0.22
H 0.386294 1.082112 1.232121 2.2 -0.2 -1.5 0.16
H 2.325195 1.048525 0.139399 -0.4 0.6 0.2 0.22
H 1.673231 -0.130867 1.285251 0.2 -0.2 0.0 0.24
```
Forces are in eV/Å.